No. 1
{
  "formula": "C26H28NS",
  "method": "wB97M-V/def2-TZVPD",
  "species": ["C", "C", "C", "S", "C", "C", "H", "H", "H", "H", "H", "H", "H", "H", "H", "H", "C", "N", "C", "C", "C", "C", "C", "C", "C", "C", "C", "C", "C", "C", "C", "C", "C", "C", "C", "C", "C", "C", "H", "H", "H", "H", "H", "H", "H", "H", "H", "H", "H", "H", "H", "H", "H", "H", "H", "H"],
  "positions_angstrom": [[1.280, -3.055, 2.337], [0.384, -3.444, 1.147], [-1.108, -3.253, 1.369], [-1.454, -1.532, 1.806], [-0.705, -1.800, 3.434], [0.804, -1.974, 3.327], [1.467, -3.970, 2.920], [2.245, -2.728, 1.929], [0.692, -2.886, 0.253], [0.544, -4.506, 0.921], [-1.700, -3.445, 0.467], [-1.470, -3.892, 2.189], [-0.989, -0.917, 4.019], [-1.171, -2.695, 3.875], [1.174, -2.228, 4.329], [1.270, -1.013, 3.074], [4.821, -1.286, -2.065], [4.220, -0.023, -1.641], [4.836, 1.151, -2.260], [2.841, 0.014, -1.333], [2.390, -0.087, 0.008], [1.050, 0.101, 0.303], [0.100, 0.379, -0.710], [-1.241, 0.826, -0.407], [-2.408, 0.745, -1.277], [-3.414, 1.640, -0.770], [-4.562, 1.941, -1.487], [-4.725, 1.389, -2.760], [-3.758, 0.500, -3.268], [-2.649, 0.112, -2.496], [-2.898, 2.269, 0.424], [-1.557, 1.791, 0.631], [-0.746, 2.450, 1.553], [-1.280, 3.504, 2.306], [-2.607, 3.934, 2.119], [-3.423, 3.317, 1.163], [0.542, 0.320, -2.051], [1.883, 0.159, -2.356], [4.182, -2.115, -1.736], [4.938, -1.322, -3.163], [5.818, -1.383, -1.611], [4.246, 2.041, -2.008], [5.859, 1.273, -1.878], [4.896, 1.054, -3.358], [3.127, -0.262, 0.796], [0.703, 0.033, 1.333], [-5.282, 2.625, -1.048], [-5.593, 1.655, -3.363], [-3.878, 0.102, -4.279], [-1.971, -0.681, -2.810], [0.297, 2.153, 1.648], [-0.645, 4.001, 3.044], [-2.994, 4.772, 2.699], [-4.442, 3.638, 0.961], [-0.171, 0.464, -2.858], [2.231, 0.144, -3.389]],
  "atomic_forces_ev_per_a": [[0.19, -0.42, 0.25], [-0.05, -0.08, -0.31], [-0.16, 0.15, -0.56], [-0.48, -0.69, 0.57], [-0.10, 0.62, 0.15], [0.03, 0.22, 0.14], [0.03, 0.23, -0.17], [-0.09, -0.28, 0.20], [-0.17, -0.03, 0.12], [0.14, 0.15, -0.02], [0.27, -0.29, 0.15], [-0.07, 0.19, -0.35], [0.27, -0.31, 0.19], [0.01, 0.41, -0.08], [0.07, 0.07, -0.19], [-0.19, -0.08, 0.06], [-0.18, 0.06, 0.21], [0.34, 0.04, 0.47], [-0.41, -0.10, -0.04], [-0.36, -0.06, -0.27], [0.07, 0.07, -0.46], [0.21, 0.38, 0.20], [-0.03, -0.30, 0.02], [0.58, 0.30, -0.63], [-1.21, 0.65, 0.12], [-0.02, -0.70, -1.42], [0.55, -0.16, 0.66], [0.67, -0.48, -0.28], [-0.27, -0.05, 0.14], [0.12, -0.05, 0.02], [1.08, 0.57, 1.18], [-1.10, 0.71, 0.31], [-0.03, -0.16, -0.01], [-0.32, 0.12, 0.06], [0.74, -0.30, 0.17], [0.14, -0.71, -0.46], [-0.16, 0.01, -0.21], [0.23, 0.00, 0.33], [0.31, 0.13, -0.11], [-0.10, -0.09, 0.23], [-0.26, -0.09, -0.15], [0.27, -0.16, -0.08], [-0.27, -0.01, -0.06], [-0.06, 0.09, 0.15], [-0.27, 0.04, -0.26], [0.15, 0.01, -0.37], [-0.04, -0.06, -0.26], [0.26, -0.10, 0.13], [-0.02, 0.00, 0.47], [-0.22, 0.28, -0.29], [-0.20, 0.24, 0.15], [-0.27, -0.12, -0.30], [0.14, -0.23, -0.11], [0.23, 0.16, 0.17], [0.18, 0.13, 0.15], [-0.20, 0.12, 0.25]],
  "lowdin_charge": [-0.195, -0.257, -0.463, 0.894, -0.463, -0.255, 0.114, 0.102, 0.094, 0.113, 0.075, 0.086, 0.075, 0.086, 0.115, 0.087, -0.064, -0.237, -0.069, -0.220, 0.034, -0.044, -0.155, 0.014, -0.096, -0.093, 0.017, -0.019, -0.036, 0.009, -0.095, -0.115, 0.025, -0.036, -0.019, 0.018, 0.017, 0.021, 0.092, 0.087, 0.090, 0.093, 0.092, 0.084, 0.130, 0.068, 0.121, 0.122, 0.117, 0.123, 0.117, 0.117, 0.120, 0.122, 0.110, 0.132],
  "charge": 1,
  "e_tot_ha": -1460.2150,
  "spin_multiplicity": 1
}

No. 2
{
  "formula": "C27H41F8O10P",
  "method": "wB97M-V/def2-TZVPD",
  "species": ["C", "C", "C", "C", "C", "C", "O", "C", "O", "C", "C", "O", "C", "C", "F", "F", "C", "F", "F", "C", "F", "F", "C", "F", "F", "P", "C", "O", "H", "H", "H", "H", "H", "H", "H", "H", "H", "H", "H", "H", "H", "H", "H", "H", "H", "H", "H", "H", "H", "H", "H", "O", "C", "C", "C", "C", "O", "H", "H", "H", "H", "H", "H", "O", "C", "C", "C", "C", "O", "H", "H", "H", "H", "H", "H", "O", "C", "C", "C", "C", "O", "H", "H", "H", "H", "H", "H"],
  "positions_angstrom": [[5.637, 3.060, 0.176], [5.268, 2.595, -1.251], [3.813, 2.110, -1.318], [3.604, 0.574, -1.265], [4.624, -0.191, -0.396], [2.155, 0.331, -0.805], [2.159, 0.467, 0.644], [0.982, 0.249, 1.291], [0.834, -0.685, 2.032], [-0.095, 1.277, 1.057], [-1.400, 0.854, 1.721], [-2.488, 1.682, 1.341], [-2.880, 1.467, 0.007], [-4.374, 1.135, -0.032], [-4.601, -0.165, 0.312], [-5.017, 1.910, 0.873], [-5.067, 1.403, -1.393], [-4.653, 2.582, -1.876], [-6.397, 1.493, -1.167], [-4.911, 0.290, -2.487], [-5.087, 0.906, -3.681], [-5.886, -0.620, -2.348], [-3.558, -0.439, -2.537], [-2.602, 0.484, -2.847], [-3.599, -1.366, -3.511], [1.481, -1.248, -1.538], [1.797, -2.507, -0.256], [-0.184, -0.995, -1.383], [5.057, 2.464, 0.881], [6.685, 2.867, 0.405], [5.387, 4.109, 0.334], [5.413, 3.420, -1.953], [5.956, 1.804, -1.559], [3.325, 2.464, -2.234], [3.263, 2.553, -0.480], [3.693, 0.191, -2.284], [5.194, 0.458, 0.266], [5.326, -0.736, -1.030], [4.151, -0.946, 0.232], [1.522, 1.131, -1.220], [0.246, 2.255, 1.409], [-0.236, 1.368, -0.025], [-1.608, -0.202, 1.521], [-1.298, 0.943, 2.804], [-2.342, 0.602, -0.393], [-2.680, 2.349, -0.603], [-3.301, -0.921, -1.591], [0.832, -2.907, 0.069], [2.393, -3.301, -0.703], [2.284, -2.077, 0.616], [-0.344, -0.100, -1.714], [4.638, -3.574, 0.879], [4.498, -4.720, 0.572], [4.423, -5.933, 1.479], [4.641, -7.093, 0.509], [4.086, -6.521, -0.790], [4.343, -5.107, -0.719], [3.432, -5.956, 1.935], [5.178, -5.869, 2.257], [4.158, -8.022, 0.805], [5.709, -7.287, 0.401], [3.008, -6.669, -0.881], [4.572, -6.915, -1.679], [5.907, 2.818, 3.148], [5.041, 2.866, 3.968], [5.046, 2.296, 5.374], [3.566, 2.312, 5.752], [3.048, 3.482, 4.924], [3.860, 3.497, 3.739], [5.642, 2.956, 6.007], [5.482, 1.302, 5.376], [3.375, 2.425, 6.817], [3.093, 1.386, 5.420], [3.170, 4.439, 5.437], [2.007, 3.373, 4.629], [-12.219, -0.927, -3.325], [-11.244, -0.237, -3.322], [-10.023, -0.345, -2.425], [-9.343, 1.009, -2.615], [-9.774, 1.376, -4.029], [-11.076, 0.789, -4.193], [-9.407, -1.171, -2.785], [-10.325, -0.539, -1.400], [-8.265, 0.988, -2.489], [-9.752, 1.729, -1.905], [-9.109, 0.955, -4.787], [-9.855, 2.448, -4.191]],
  "atomic_forces_ev_per_a": [[-0.23, -0.63, -0.45], [0.08, 0.26, 0.20], [0.03, -0.15, -0.11], [0.03, 0.39, 0.26], [-0.07, -0.35, -0.10], [0.20, -0.10, 0.19], [-0.22, -0.32, -0.13], [-0.12, -0.14, 0.10], [0.21, 0.38, 0.01], [-0.18, -0.13, -0.22], [0.28, 0.01, 0.45], [-0.05, -0.13, -0.19], [0.04, -0.30, 0.26], [0.02, 0.63, 0.32], [0.02, 0.05, -0.06], [0.05, -0.15, -0.16], [-0.43, -0.60, 0.17], [0.16, 0.05, -0.08], [0.08, 0.13, 0.02], [0.31, 0.41, -0.50], [-0.09, -0.11, 0.04], [0.04, -0.11, 0.23], [0.05, -0.11, 0.10], [-0.07, -0.08, 0.04], [0.00, 0.17, 0.03], [0.22, -0.04, -0.66], [-0.44, 0.14, 0.10], [0.19, 0.27, 0.57], [0.10, 0.21, 0.12], [0.01, 0.30, 0.01], [0.09, -0.03, 0.08], [0.02, -0.08, 0.00], [-0.11, -0.01, -0.08], [0.02, 0.01, 0.07], [0.04, 0.03, -0.04], [-0.13, 0.04, 0.01], [-0.05, 0.02, -0.02], [0.05, 0.16, 0.06], [0.00, 0.07, -0.04], [0.07, -0.02, -0.10], [0.00, -0.07, 0.01], [0.02, 0.12, 0.11], [-0.03, 0.09, -0.15], [-0.11, 0.05, -0.09], [-0.04, 0.16, -0.18], [-0.04, -0.03, -0.02], [-0.02, -0.03, -0.11], [0.07, -0.02, -0.05], [0.05, 0.05, 0.09], [0.09, -0.17, -0.02], [-0.23, -0.24, -0.23], [0.10, 0.01, -0.03], [-0.12, 0.05, 0.16], [0.20, -0.21, -0.24], [0.00, 0.05, 0.09], [-0.01, -0.11, 0.01], [0.01, -0.02, -0.05], [0.01, 0.04, 0.05], [-0.09, 0.10, 0.09], [-0.05, 0.02, -0.02], [0.00, -0.01, -0.02], [-0.01, 0.00, 0.02], [0.01, 0.09, -0.04], [0.01, 0.01, 0.14], [0.12, 0.03, 0.06], [-0.35, -0.10, -0.02], [0.08, -0.04, 0.00], [-0.05, -0.02, 0.08], [-0.04, -0.01, 0.00], [0.05, -0.02, 0.00], [0.15, 0.06, 0.00], [0.01, 0.06, 0.00], [-0.02, 0.01, 0.00], [0.02, 0.00, 0.02], [0.03, 0.02, -0.09], [-0.04, 0.05, 0.00], [0.05, -0.19, 0.01], [0.02, 0.36, 0.02], [-0.08, -0.09, 0.03], [0.09, 0.04, 0.02], [0.00, 0.05, -0.01], [-0.02, -0.04, 0.03], [-0.02, -0.16, -0.03], [0.02, -0.03, -0.07], [0.01, 0.02, -0.01], [0.01, -0.02, 0.01], [-0.09, -0.01, -0.04]],
  "lowdin_charge": [-0.114, -0.244, -0.182, -0.348, -0.034, -0.423, -0.030, -0.480, 0.141, -0.059, -0.180, -0.090, -0.107, -0.399, 0.125, 0.142, -0.356, 0.158, 0.138, -0.372, 0.144, 0.153, -0.289, 0.087, 0.122, 0.970, -0.245, -0.346, 0.040, 0.073, 0.078, 0.098, 0.100, 0.110, 0.109, 0.116, 0.071, 0.087, 0.057, 0.108, 0.145, 0.101, 0.135, 0.138, 0.108, 0.149, 0.162, 0.053, 0.018, 0.026, 0.012, 0.121, -0.491, -0.070, -0.152, -0.152, 0.011, 0.132, 0.125, 0.115, 0.118, 0.127, 0.124, 0.122, -0.475, -0.072, -0.151, -0.158, 0.020, 0.131, 0.125, 0.114, 0.117, 0.125, 0.121, 0.123, -0.489, -0.071, -0.150, -0.153, 0.023, 0.130, 0.125, 0.086, 0.122, 0.126, 0.124],
  "e_tot_ha": -2946.1241,
  "smiles": "CCC[C@@H](C)[C@H](OC(=O)CCOCC(F)(F)C(F)(F)C(F)(F)C(F)F)P(C)O.O=C1CCCO1.O=C1CCCO1.O=C1CCCO1",
  "spin_multiplicity": 1
}

- Number 1 is which compound?
  C26H28NS